# 1
Computed, not measured: an isolated molecule of C5H7NO5 at a distorted geometry, with wB97M-V/def2-TZVPD.

Structure (XYZ):
```
18
Properties=species:S:1:pos:R:3:forces:R:3
C 2.3978 0.8928 0.2445 -0.9 0.2 0.3
O 0.9244 1.0292 0.1777 0.8 -0.3 -1.1
C 0.4794 1.1190 -1.0810 -0.4 0.6 -0.9
O 1.0465 1.6543 -2.0056 -0.7 -1.0 1.0
C -0.9838 0.5497 -1.1907 0.1 -0.2 0.4
O -1.8236 1.2039 -1.7182 -0.8 1.3 -1.0
N -1.3230 -0.6486 -0.6262 -0.1 -0.4 1.0
C -0.3712 -1.5152 0.0230 -0.7 -1.6 -0.9
C -0.3146 -1.5274 1.5444 2.2 -0.1 1.8
O 0.4336 -2.2806 2.1857 -2.5 1.8 -1.9
O -0.8998 -0.4469 2.1355 0.1 -0.9 -0.2
H 2.5063 -0.1561 0.5399 0.5 0.4 0.2
H 2.8928 1.0930 -0.7187 -0.5 0.1 0.5
H 2.6424 1.6301 1.0034 0.6 -0.4 0.0
H -2.3169 -0.9222 -0.6497 0.9 0.5 -0.2
H 0.5661 -1.1116 -0.2726 1.1 -0.3 -0.1
H -0.4545 -2.5426 -0.4250 0.2 0.8 0.8
H -1.2701 0.1569 1.4639 0.1 -0.4 0.2
```
Forces are in eV/Å.

Its relative energy (zero: lowest compared OMol25 entry of this formula, charge and spin) is 90.63 kJ/mol. For the LUMO energy, the calculation gives 0.0041 Ha. As for the SMILES: COC(=O)C(=O)NCC(=O)O. Its HOMO energy is -10.50 eV.

# 2
Computed, not measured: a structure of composition C5H7NOS at a distorted geometry, with wB97M-V/def2-TZVPD.

Structure (XYZ):
```
15
Properties=species:S:1:pos:R:3:forces:R:3
C -1.4827 -0.4149 -0.1748 -2.3 -1.3 -1.3
C -0.2106 -1.3821 -0.0414 -7.1 -4.4 -2.1
C 0.9334 -0.7801 0.4955 5.6 1.0 3.8
C 1.3200 0.6706 0.3942 -2.8 -2.7 -2.7
C 0.1080 1.3481 -0.3502 5.3 4.0 -0.7
H -0.8689 -2.1755 0.7777 2.6 1.9 -2.4
H -0.1327 -2.0966 -1.1828 -0.1 2.5 3.7
H 1.2217 -1.0657 1.5655 -0.4 -0.4 -1.7
H 1.7182 1.1066 1.2587 0.5 0.7 0.9
H 0.5057 1.3487 -1.4839 -1.4 0.5 2.2
H 0.0062 2.3552 0.2047 1.2 -0.5 -1.9
H -1.8161 1.5296 -0.5012 -2.3 1.5 -0.7
N -1.1768 0.9410 -0.0995 -0.6 -5.4 0.9
O -2.6577 -0.8642 -0.3402 3.9 1.6 0.7
S 2.5323 -0.5207 -0.5224 -2.2 1.2 1.3
```
Forces are in eV/Å.

Its relative energy (zero: lowest compared OMol25 entry of this formula, charge and spin) is 360.91 kJ/mol. For the LUMO energy, the calculation gives 0.0175 Ha. Its HOMO energy is -9.35 eV.

# 3
Computed, not measured: an isolated molecule of C5H7NOS at a distorted geometry, with wB97M-V/def2-TZVPD.

Structure (XYZ):
```
15
Properties=species:S:1:pos:R:3:forces:R:3
C -2.6914 -0.9844 -0.4741 -0.8 0.7 -0.5
C -1.2259 -1.0301 -0.3392 1.1 1.0 0.3
C -0.3779 -0.0214 0.0520 -0.1 -1.4 -0.5
C -0.7435 1.3678 0.3787 -1.0 1.4 0.2
O -1.8704 1.8461 0.3682 1.0 -0.8 0.0
C 1.0979 -0.3349 0.1543 -1.0 -1.5 0.4
N 1.2788 -1.5345 0.7972 0.4 1.4 -0.8
S 2.3040 0.5467 -0.5046 0.0 0.1 0.1
H -3.0875 0.0393 -0.3793 0.2 -0.4 -0.5
H -3.1447 -1.5024 0.3519 -0.1 -0.5 0.6
H -3.0443 -1.5395 -1.3739 0.3 0.7 0.5
H -0.7909 -1.9982 -0.6092 0.1 0.3 0.2
H 0.1108 2.0323 0.6684 -0.3 -0.5 -0.2
H 0.5334 -1.9546 1.3026 -0.3 -0.2 0.3
H 2.2164 -1.8317 0.9560 0.4 -0.3 0.1
```
Forces are in eV/Å.

Its relative energy (zero: lowest compared OMol25 entry of this formula, charge and spin) is 110.80 kJ/mol. For the LUMO energy, the calculation gives -0.0159 Ha. As for the SMILES: C/C=C(\C=O)C(N)=S. Its HOMO energy is -8.66 eV.

# 4
Computed, not measured: a cluster of 2 separate species, C5H7NP2 in total at a distorted geometry, with wB97M-V/def2-TZVPD.

Structure (XYZ):
```
15
Properties=species:S:1:pos:R:3:forces:R:3
C -2.0994 0.2838 -0.2847 1.1 0.5 -2.2
C -2.0046 0.8327 0.9299 -0.2 2.2 3.1
C 0.0910 1.1023 0.0193 3.0 -0.5 -3.9
C -0.8469 0.5190 -1.0691 2.0 -2.5 2.8
C -0.6610 1.3495 1.1009 -2.5 -0.6 3.8
N 3.1755 0.3910 -0.1661 0.2 -1.2 1.1
P 3.2450 -0.8724 0.9609 1.0 0.4 -1.2
P 2.4775 1.6543 -0.6041 -2.0 1.9 -0.3
H -2.8386 -0.2037 -0.8174 -2.1 -0.9 -0.2
H -2.7767 1.0794 1.7324 0.8 -1.0 -1.4
H -0.4598 -0.3419 -1.7014 -0.3 0.7 1.2
H -0.7764 1.2896 -1.7412 -0.9 2.3 -2.0
H 2.0785 -1.6153 0.6626 -0.5 0.1 -0.2
H -0.3153 1.6784 2.1245 -0.3 0.0 -1.5
H 3.9259 -1.4706 -0.1271 0.4 -1.4 0.9
```
Forces are in eV/Å.

The multiplicity is 3. For the LUMO energy (spin up / spin down), the calculation gives -0.0036 / -0.1181 Ha. Its HOMO energy (spin up / spin down) is -5.18 / -8.21 eV.

# 5
Computed, not measured: a structure of composition C5H7NS2 at a distorted geometry, with wB97M-V/def2-TZVPD.

Structure (XYZ):
```
15
Properties=species:S:1:pos:R:3:forces:R:3
C 1.1157 -1.2104 2.0129 2.7 -5.5 4.7
C 0.4890 -0.7692 0.8934 -2.9 5.1 -4.9
C 0.6129 0.4678 0.3099 -1.5 -0.8 -0.2
C -0.3498 0.8086 -0.8173 2.1 -2.6 2.0
C -0.5774 -1.5895 0.2418 -0.2 -0.5 -1.7
H 2.6933 -0.1705 2.5320 2.2 1.5 -0.7
H 1.2183 0.4422 3.2115 1.3 -0.1 -0.3
H 1.9410 -2.0207 1.7214 -1.7 1.3 0.4
H 0.2544 -1.9349 2.4509 2.1 1.6 0.3
H 1.2727 1.2340 0.6095 0.7 0.6 0.5
H -0.1179 -2.5607 0.0259 -0.3 -0.1 -0.3
H -1.5643 -1.8024 0.7153 1.0 0.5 0.3
N 1.8489 -0.3332 2.9588 -4.4 -1.5 0.3
S -0.6827 2.1036 -1.6296 -0.2 2.8 -0.9
S -0.9663 -0.6722 -1.3593 -0.9 -2.2 0.7
```
Forces are in eV/Å.

Its relative energy (zero: lowest compared OMol25 entry of this formula, charge and spin) is 182.48 kJ/mol. For the LUMO energy, the calculation gives -0.0116 Ha. Its HOMO energy is -8.52 eV.

# 6
Computed, not measured: an isolated molecule of C5H7NS2 at a distorted geometry, with wB97M-V/def2-TZVPD.

Structure (XYZ):
```
15
Properties=species:S:1:pos:R:3:forces:R:3
C 2.2435 -0.0606 -0.3900 1.6 0.1 0.2
C 0.7889 -0.1006 -0.1500 -1.1 1.4 0.7
C 0.1719 1.0929 0.1346 0.4 -1.6 0.1
C -1.2072 1.5228 -0.0146 1.1 0.8 0.2
N -2.2523 0.9448 -0.3933 -1.8 -0.6 0.2
S -2.6951 -0.6489 -0.4453 0.3 0.1 0.2
C -1.4493 -1.5998 0.4857 0.0 2.1 0.1
S 0.1264 -1.7112 -0.2973 1.0 0.0 -0.4
H 2.6706 0.9655 -0.3196 -0.5 -0.7 0.2
H 2.8313 -0.7543 0.2472 -0.4 0.4 -0.3
H 2.4163 -0.3497 -1.4235 0.1 -0.2 -0.2
H 0.8494 1.8841 0.4307 0.0 0.1 -0.3
H -1.3116 2.6101 0.1101 0.0 -0.2 -0.2
H -1.8636 -2.5610 0.5064 -0.5 -1.6 0.1
H -1.3191 -1.2341 1.5189 -0.2 0.0 -0.5
```
Forces are in eV/Å.

Its relative energy (zero: lowest compared OMol25 entry of this formula, charge and spin) is 133.59 kJ/mol. For the LUMO energy, the calculation gives 0.0100 Ha. As for the SMILES: CC1=CC=NSCS1. Its HOMO energy is -7.74 eV.